# 1
{
  "formula": "C9H13NO",
  "method": "ωB97M-V/def2-TZVPD",
  "elements": ["C", "C", "C", "C", "C", "C", "C", "H", "H", "H", "H", "H", "H", "H", "H", "C", "C", "O", "N", "H", "H", "H", "H", "H"],
  "xyz": [[-1.02, 2.84, -1.04], [1.68, 0.28, -1.69], [2.10, 0.01, -0.40], [0.69, 1.23, -1.89], [0.15, 1.91, -0.82], [1.54, 0.63, 0.70], [0.59, 1.61, 0.47], [2.07, -0.31, -2.51], [2.84, -0.76, -0.20], [0.34, 1.45, -2.90], [1.82, 0.29, 1.68], [-1.51, 2.65, -1.99], [-0.67, 3.87, -1.09], [0.11, 2.08, 1.32], [-1.69, 2.84, -0.18], [-1.76, -1.46, 1.23], [-1.11, -2.79, 1.50], [-1.54, -3.59, 2.30], [0.09, -3.01, 0.88], [-2.11, -1.05, 2.18], [-2.56, -1.47, 0.49], [0.58, -3.85, 1.16], [0.40, -2.64, -0.01], [-1.03, -0.77, 0.80]],
  "lowdin_charge": [-0.050, -0.089, -0.124, -0.057, -0.284, -0.094, -0.067, 0.100, 0.100, 0.111, 0.106, 0.076, 0.082, 0.113, 0.073, -0.002, -0.590, 0.037, 0.145, 0.087, 0.084, 0.103, 0.090, 0.051],
  "smiles": "Cc1ccccc1.CC(N)=O",
  "de_lowest_kcal_mol": 3.4,
  "max_force_ha_per_bohr": 0.0238,
  "e_homo_ev": -9.30
}

***

# 2
{
  "formula": "C12H27Cl2InO4",
  "method": "ωB97M-V/def2-TZVPD",
  "elements": ["C", "C", "Cl", "C", "Cl", "In", "C", "O", "O", "H", "H", "H", "H", "H", "H", "H", "C", "C", "O", "C", "C", "H", "H", "H", "H", "H", "H", "H", "H", "H", "H", "C", "C", "O", "C", "C", "H", "H", "H", "H", "H", "H", "H", "H", "H", "H"],
  "xyz": [[-0.94, 1.19, 0.23], [-0.46, -0.30, -0.25], [1.33, -0.20, -0.72], [-0.60, -1.42, 0.94], [-2.34, -1.74, 1.51], [0.78, -0.81, 2.68], [-0.16, 0.79, 4.03], [0.19, 2.10, 3.86], [-1.14, 0.45, 5.10], [-1.39, 1.82, -0.67], [-1.80, 1.04, 1.02], [0.01, 1.73, 0.66], [-1.05, -0.63, -1.21], [-0.17, -2.44, 0.50], [2.40, -0.26, 2.04], [1.01, -2.28, 3.70], [-2.81, 6.70, -0.66], [-1.47, 6.01, -0.46], [-1.38, 4.74, -1.11], [-1.54, 4.75, -2.53], [-0.50, 5.60, -3.25], [-3.63, 6.06, -0.30], [-2.84, 7.64, -0.10], [-3.00, 6.92, -1.71], [-1.33, 5.81, 0.61], [-0.64, 6.65, -0.77], [-2.56, 5.06, -2.80], [-1.44, 3.71, -2.87], [-0.56, 6.65, -2.96], [-0.65, 5.54, -4.33], [0.51, 5.25, -3.01], [3.58, -5.71, 0.95], [2.16, -5.49, 1.44], [1.38, -4.66, 0.58], [1.20, -5.13, -0.75], [0.50, -6.47, -0.83], [4.10, -4.75, 0.83], [4.14, -6.32, 1.67], [3.60, -6.22, -0.01], [2.20, -4.98, 2.41], [1.65, -6.44, 1.61], [2.16, -5.15, -1.28], [0.58, -4.38, -1.26], [1.07, -7.26, -0.34], [0.35, -6.76, -1.87], [-0.48, -6.43, -0.33]],
  "lowdin_charge": [-0.164, -0.784, 0.422, -0.805, 0.363, 0.311, -0.590, -0.342, -0.449, 0.066, 0.078, 0.082, 0.084, 0.028, -0.129, -0.132, -0.090, -0.269, -0.157, -0.279, -0.090, 0.084, 0.072, 0.056, 0.129, 0.101, 0.101, 0.118, 0.059, 0.070, 0.085, -0.089, -0.269, -0.164, -0.276, -0.092, 0.086, 0.070, 0.054, 0.119, 0.100, 0.102, 0.119, 0.057, 0.068, 0.083],
  "de_lowest_kcal_mol": 63.2,
  "max_force_ha_per_bohr": 0.1285,
  "charge": -2,
  "e_homo_ev": 0.57
}

***

# 3
{
  "formula": "C5H6O",
  "method": "ωB97M-V/def2-TZVPD",
  "elements": ["O", "C", "C", "C", "C", "C", "H", "H", "H", "H", "H", "H"],
  "xyz": [[0.23, 1.35, 1.49], [-0.27, 0.26, 1.32], [0.43, -0.86, 0.56], [0.80, -0.38, -0.86], [-0.35, 0.43, -1.29], [-1.29, 1.17, -1.19], [-1.28, 0.04, 1.71], [-0.23, -1.74, 0.51], [1.33, -1.14, 1.13], [1.68, 0.26, -0.82], [1.02, -1.23, -1.51], [-2.09, 1.86, -1.04]],
  "lowdin_charge": [0.050, -0.294, -0.155, -0.196, -0.143, 0.112, 0.124, 0.112, 0.119, 0.120, 0.111, 0.041],
  "smiles": "C#CCCC=O",
  "de_lowest_kcal_mol": 51.0,
  "max_force_ha_per_bohr": 0.0115,
  "e_homo_ev": -9.84
}